[1]
{"formula": "C5H12N2O", "method": "ωB97M-V with the def2-TZVPD basis set", "s2": 1.622, "multiplicity": 2, "e_above_lowest_kj_mol": 560.2, "charge": 1, "homo_ev": [-14.71, -14.12], "e_tot_ha": -381.95395, "homo_lumo_gap_ev": [8.72, 5.94], "max_force_ha_per_bohr": 0.0670, "symbols": ["N", "C", "C", "C", "N", "C", "C", "O", "H", "H", "H", "H", "H", "H", "H", "H", "H", "H", "H", "H"], "xyz": [[-2.2692, -0.7413, -0.6198], [-1.6535, 0.4140, -0.0482], [-1.7892, 0.3350, 1.4830], [-0.1445, 0.4403, -0.4742], [0.3479, -0.9506, -0.2229], [1.7113, -0.9800, -0.5123], [2.4749, 0.1831, -0.0907], [0.5128, 1.3897, 0.2560], [-2.6904, -0.5348, -1.5336], [-2.0274, 1.3583, -0.3764], [-0.0331, 0.6413, -1.5446], [-2.8336, 0.4457, 1.7827], [-1.3775, -0.5839, 1.8719], [-1.2648, 1.1916, 1.9083], [-0.4811, -1.4037, -0.6099], [2.1479, -1.8411, 0.0400], [1.8044, -1.2418, -1.5696], [2.8133, 0.1940, 0.9531], [1.4667, 1.2525, 0.0906], [3.2848, 0.4317, -0.7832]], "forces_ev_per_angstrom": [[0.6, -0.2, -0.9], [0.2, 0.1, 0.8], [0.1, 0.9, -0.4], [-1.6, 0.3, 2.1], [-0.4, 3.2, -1.2], [-0.1, -2.2, 0.0], [3.1, -0.9, 0.4], [-1.8, 0.4, 0.2], [-0.3, 0.1, 0.3], [-0.6, 0.7, -0.4], [0.1, -0.5, -0.4], [0.1, -0.3, -0.2], [0.1, -0.3, 0.2], [0.1, -0.1, 0.1], [0.0, -2.3, 0.2], [0.1, -0.1, -0.3], [0.2, -0.2, -0.3], [-0.5, 0.4, -0.2], [0.9, 0.8, -0.2], [-0.3, 0.3, 0.2]], "nbo_charge": [-0.405, -0.156, -0.616, 0.209, -0.209, -0.357, -0.349, -0.589, 0.339, 0.217, 0.217, 0.247, 0.218, 0.241, 0.452, 0.327, 0.284, 0.249, 0.435, 0.245]}

=====

[2]
{"formula": "C4HIS", "method": "ωB97M-V with the def2-TZVPD basis set", "e_above_lowest_kj_mol": 100.4, "charge": 0, "homo_ev": -8.93, "e_tot_ha": -848.68440, "homo_lumo_gap_ev": 6.74, "max_force_ha_per_bohr": 0.0527, "symbols": ["C", "C", "C", "C", "S", "I", "H"], "xyz": [[1.7060, -1.3766, -0.2590], [2.1648, -2.5576, -0.2687], [-0.1353, 0.4573, -0.1253], [0.8218, -0.4267, -0.1404], [-1.6541, 0.1720, 0.6843], [-2.9592, 2.1543, 0.1386], [0.0561, 1.5773, -0.0296]], "forces_ev_per_angstrom": [[-1.1, 1.3, 0.2], [0.4, -0.7, 0.0], [0.6, 2.3, 1.3], [0.3, -0.6, -0.7], [-1.1, -0.1, 0.0], [0.5, -0.6, 0.0], [0.4, -1.6, -0.8]], "nbo_charge": [-0.498, 0.208, -0.524, 0.292, 0.141, 0.086, 0.295]}

=====

[3]
{"formula": "C19H48LuO5P2Si", "method": "ωB97M-V with the def2-TZVPD basis set", "charge": 1, "homo_ev": -11.42, "e_tot_ha": -3336.48147, "homo_lumo_gap_ev": 7.50, "max_force_ha_per_bohr": 0.1647, "symbols": ["Lu", "H", "H", "P", "P", "C", "H", "H", "H", "C", "H", "H", "H", "C", "H", "H", "H", "C", "H", "H", "H", "C", "H", "H", "H", "C", "H", "H", "H", "C", "O", "H", "C", "C", "C", "C", "O", "Si", "O", "O", "C", "C", "C", "C", "O", "C", "C", "C", "C", "H", "H", "H", "H", "H", "H", "H", "H", "H", "H", "H", "H", "H", "H", "H", "H", "H", "H", "H", "H", "H", "H", "H", "H", "H", "H", "H"], "xyz": [[0.0217, 0.0217, -0.1837], [-0.9485, -0.6412, 1.2848], [-0.9906, 0.4286, 1.3345], [-0.1152, -2.4897, -0.4238], [-0.1287, 2.5394, -0.4669], [1.4091, 3.3110, -0.0135], [1.2840, 4.3606, -0.2792], [1.6322, 3.2198, 1.0555], [2.2540, 2.8873, -0.5691], [-0.4067, 2.7533, -2.1882], [-1.3475, 2.2772, -2.4842], [-0.4553, 3.8294, -2.3161], [0.4080, 2.3213, -2.7754], [-1.4274, 3.2846, 0.4579], [-1.2732, 3.2186, 1.5414], [-1.4319, 4.3285, 0.1468], [-2.3951, 2.8253, 0.2230], [-0.2256, -2.7385, -2.2123], [-0.3006, -3.8159, -2.3618], [-1.1124, -2.2340, -2.6193], [0.6597, -2.3419, -2.7231], [1.3406, -3.3496, 0.1294], [1.4446, -3.2654, 1.2169], [1.2113, -4.3948, -0.1536], [2.2486, -2.9463, -0.3345], [-1.5376, -3.2492, 0.3012], [-2.4578, -2.7589, -0.0373], [-1.5298, -4.2914, -0.0161], [-1.4882, -3.1832, 1.3915], [1.8487, -0.0624, 0.8675], [2.8459, 0.0072, 1.4536], [0.8812, 0.0218, -1.7443], [3.4839, 0.1065, 4.5586], [2.2544, -0.7981, 4.5453], [2.4930, -2.1151, 3.8180], [1.7291, -1.0485, 5.9571], [1.2216, -0.1867, 3.8033], [0.3279, 1.0866, 3.3832], [0.3679, 1.2870, 1.8311], [-1.1876, 0.9169, 3.9219], [-2.0748, 0.0226, 4.5632], [-1.8881, -1.3841, 4.0080], [-1.8363, 0.0966, 6.0726], [-3.4463, 0.5953, 4.2001], [0.9770, 2.4499, 4.0061], [0.6446, 3.6889, 4.5602], [1.1110, 4.7220, 3.5343], [-0.8461, 3.8105, 4.8432], [1.4726, 3.7410, 5.8457], [4.2658, -0.4241, 5.1105], [3.2722, 1.0576, 5.0577], [3.8447, 0.3086, 3.5452], [3.2516, -2.6684, 4.3742], [1.5738, -2.7133, 3.7757], [2.8519, -1.9568, 2.7976], [1.5000, -0.1075, 6.4711], [0.8386, -1.6894, 5.9382], [2.5154, -1.5696, 6.5081], [-0.8828, -1.7684, 4.2220], [-2.6267, -2.0344, 4.4908], [-2.0495, -1.3982, 2.9240], [-1.9669, 1.1202, 6.4532], [-2.5677, -0.5554, 6.5592], [-0.8271, -0.2435, 6.3369], [-3.5496, 1.6257, 4.5629], [-3.5975, 0.5900, 3.1150], [-4.2039, -0.0295, 4.6752], [0.5287, 4.6405, 2.6098], [0.9579, 5.7130, 3.9633], [2.1738, 4.5881, 3.2954], [-1.1750, 3.0561, 5.5673], [-1.0254, 4.8042, 5.2709], [-1.4411, 3.7122, 3.9278], [1.1574, 2.9531, 6.5410], [2.5409, 3.6095, 5.6309], [1.3132, 4.7148, 6.3079]], "forces_ev_per_angstrom": [[-0.9, 2.7, -1.3], [-2.1, 2.5, 1.3], [-0.4, -3.3, 2.5], [0.1, 0.0, -0.7], [0.2, -1.5, 0.4], [0.6, 0.7, 0.0], [0.4, 0.3, 0.1], [-0.3, 0.0, -0.3], [-0.2, 0.1, -0.1], [-0.2, 1.2, -0.8], [0.1, 0.2, 0.0], [-0.2, 0.3, -0.9], [-0.1, 0.1, 0.2], [-0.8, 1.1, 0.2], [0.2, 0.0, -0.4], [-0.5, 0.3, 0.3], [0.2, 0.2, -0.1], [0.0, -0.5, -0.1], [-0.1, -0.1, -0.4], [0.2, -0.2, 0.1], [-0.2, -0.1, 0.3], [0.4, -0.6, 0.2], [-0.1, -0.1, -0.2], [0.3, -0.2, 0.1], [-0.3, -0.1, 0.0], [-0.5, -0.9, 0.1], [0.2, -0.1, 0.0], [-0.4, -0.2, 0.2], [0.0, -0.1, -0.1], [7.4, 0.0, 4.0], [-3.4, -0.3, -2.5], [1.1, -0.4, -1.8], [0.1, -0.4, 0.1], [-0.5, 0.3, -0.1], [0.5, -0.2, 0.4], [0.4, -0.2, 0.0], [-0.8, 0.2, -0.8], [0.5, 0.7, 3.5], [-0.8, -1.0, -3.7], [0.5, 0.4, -0.7], [0.0, 0.7, -0.2], [-0.2, -0.2, 0.4], [-0.1, -0.2, 0.0], [-0.2, -0.5, 0.4], [0.0, -1.8, -0.6], [0.5, -0.2, 0.0], [-0.1, 0.3, 0.4], [0.0, 0.4, 0.2], [-0.2, 0.5, 0.0], [0.1, 0.2, -0.1], [0.0, -0.2, -0.1], [-0.1, -0.1, 0.3], [0.0, -0.2, -0.2], [0.1, 0.2, 0.1], [0.0, 0.0, 0.2], [0.1, -0.2, -0.2], [0.2, 0.2, 0.0], [-0.1, 0.0, 0.2], [-0.2, 0.1, 0.0], [0.2, -0.1, -0.2], [-0.1, 0.0, 0.2], [0.0, -0.3, -0.2], [0.1, 0.1, 0.2], [-0.3, 0.1, -0.1], [0.1, -0.3, 0.0], [0.1, -0.1, 0.1], [-0.3, 0.1, -0.1], [0.0, 0.0, 0.2], [0.1, 0.2, -0.2], [-0.2, 0.0, 0.1], [0.1, 0.2, -0.2], [-0.1, -0.2, -0.1], [0.1, 0.0, 0.1], [0.0, 0.2, -0.2], [-0.3, 0.1, 0.0], [0.2, 0.0, 0.3]], "lowdin_charge": [0.911, 0.033, 0.113, 0.623, 0.623, -0.225, 0.062, 0.039, 0.065, -0.293, 0.056, 0.049, 0.043, -0.245, 0.038, 0.059, 0.062, -0.276, 0.051, 0.054, 0.042, -0.243, 0.040, 0.062, 0.066, -0.270, 0.064, 0.058, 0.043, -0.128, 0.147, -0.118, -0.004, -0.633, -0.024, -0.018, -0.099, -0.069, -0.453, -0.106, -0.637, -0.025, -0.001, -0.019, -0.093, -0.656, -0.019, -0.017, -0.017, 0.096, 0.086, 0.076, 0.096, 0.086, 0.061, 0.092, 0.082, 0.094, 0.075, 0.099, 0.047, 0.087, 0.095, 0.067, 0.092, 0.085, 0.090, 0.068, 0.091, 0.096, 0.076, 0.098, 0.081, 0.090, 0.090, 0.088]}

=====

[4]
{"formula": "C19H32B2IN4O5", "method": "ωB97M-V with the def2-TZVPD basis set", "charge": -1, "homo_ev": -5.03, "e_tot_ha": -1685.75836, "homo_lumo_gap_ev": 7.38, "max_force_ha_per_bohr": 0.1338, "symbols": ["C", "C", "C", "I", "O", "B", "O", "C", "C", "C", "C", "B", "N", "O", "O", "C", "N", "C", "O", "C", "C", "H", "H", "H", "H", "H", "H", "H", "H", "H", "H", "H", "H", "H", "H", "H", "H", "H", "H", "H", "H", "H", "H", "N", "C", "C", "C", "C", "H", "H", "H", "H", "H", "N", "C", "C", "C", "C", "H", "H", "H", "H", "H"], "xyz": [[1.8324, -0.4497, 1.7761], [1.8381, 0.4320, 0.7829], [1.5978, 1.6434, -0.3045], [2.1018, 3.3937, 0.8838], [0.2437, 1.3968, -0.7119], [0.1332, 0.4835, -1.9027], [-0.2449, 1.0967, -3.1904], [-1.6378, 1.4696, -3.2529], [-2.0355, 2.8029, -2.4318], [-2.9132, 2.4332, -1.0956], [-3.1255, 3.7999, -0.2316], [-0.3902, -1.0892, -1.5749], [-0.8727, -1.5385, -0.2046], [-0.3288, -2.0400, -2.6789], [1.5926, 0.2061, -2.1395], [2.5378, 1.1651, -1.5380], [3.7862, 0.3931, -1.2873], [2.8297, 2.1467, -2.7899], [2.8609, 3.5682, -2.4779], [1.6013, 4.2265, -2.7547], [1.8499, 5.7176, -3.3931], [1.4228, -1.1445, 2.6215], [-2.3868, 0.6474, -2.9551], [-1.8596, 1.7045, -4.3771], [-1.1031, 3.4366, -2.1351], [-2.7198, 3.4923, -3.0817], [-3.9594, 2.0212, -1.4113], [-2.3853, 1.6258, -0.4426], [-3.6851, 4.5881, -0.8573], [-2.0687, 4.1465, 0.1032], [-3.7169, 3.6252, 0.7513], [-0.0615, -1.9614, 0.3069], [-1.2182, -0.7377, 0.3524], [-1.0547, -1.7771, -3.2943], [4.3414, 0.7613, -0.4999], [3.6234, -0.6226, -1.2263], [3.9031, 1.8790, -3.1636], [2.1443, 1.9287, -3.7084], [0.9560, 4.3977, -1.7963], [0.9171, 3.6804, -3.4984], [1.0951, 6.4415, -2.8742], [1.5469, 5.7384, -4.5202], [2.9338, 6.0787, -3.2894], [-1.8973, -4.4760, 0.8290], [-2.9786, -5.1782, 0.3717], [-2.9229, -6.4430, 0.9090], [-1.7677, -6.5030, 1.7252], [-1.1560, -5.2733, 1.6587], [-1.6799, -3.5163, 0.5917], [-3.6927, -4.7199, -0.2964], [-3.6362, -7.2359, 0.7339], [-1.4211, -7.3510, 2.2989], [-0.2581, -4.8990, 2.1287], [0.3149, -2.5229, 5.0795], [0.1958, -2.1445, 6.3901], [1.4111, -2.3418, 7.0007], [2.2976, -2.8526, 6.0210], [1.5947, -2.9511, 4.8446], [-0.4241, -2.4905, 4.3939], [-0.7413, -1.7699, 6.7746], [1.6369, -2.1394, 8.0379], [3.3357, -3.1183, 6.1604], [1.8934, -3.2893, 3.8631]], "forces_ev_per_angstrom": [[-1.2, 4.4, -4.7], [-0.5, -4.0, 5.6], [-0.6, -4.6, 0.2], [-0.4, -0.2, -0.6], [1.5, 2.3, 1.3], [2.2, 0.5, -1.0], [-2.8, 0.7, 0.8], [-0.2, 1.2, -1.4], [-0.7, 0.0, 0.7], [0.0, 0.8, 0.0], [0.4, -0.8, 0.4], [-1.4, -0.8, -0.3], [1.0, -0.4, -0.2], [-1.2, 0.7, 1.3], [2.1, 0.0, 1.1], [-1.7, -1.5, -2.8], [-0.5, 0.7, 0.6], [1.3, 0.2, -0.7], [-1.7, -0.4, -0.9], [-0.9, 1.7, -0.2], [-0.9, -0.2, -0.1], [1.4, 1.7, -2.1], [1.2, 0.8, -0.2], [0.4, -0.5, 1.8], [-1.6, -1.4, -0.5], [1.2, -1.2, 1.0], [1.9, 0.6, 0.5], [-0.8, 1.5, -1.2], [1.1, -1.1, 1.0], [-1.8, -0.3, -0.7], [0.8, 0.2, -1.7], [-1.0, 0.5, -0.4], [0.9, -0.5, -0.5], [1.2, -0.1, 0.5], [-0.6, -0.4, -0.5], [-0.3, 1.0, 0.3], [-1.8, 0.5, 0.9], [0.8, 0.3, 2.1], [1.3, -0.6, -1.4], [1.3, 0.3, 1.2], [1.6, -1.1, -0.8], [0.8, -0.1, 1.9], [-1.7, -0.6, 0.0], [-0.1, -0.3, 0.2], [0.2, 0.1, 0.0], [-0.2, 0.1, -0.1], [0.2, 0.0, 0.2], [-0.1, 0.1, -0.1], [0.0, 0.2, -0.3], [0.1, -0.1, 0.1], [0.1, 0.1, 0.0], [0.0, 0.1, -0.1], [-0.1, -0.1, -0.1], [0.1, 0.0, 0.0], [-0.1, 0.0, 0.0], [-0.3, 0.1, 0.1], [0.1, -0.1, -0.3], [0.0, -0.1, 0.0], [0.1, 0.0, 0.2], [0.1, 0.0, 0.0], [0.0, 0.0, -0.1], [-0.1, 0.0, 0.0], [0.0, 0.0, 0.1]], "nbo_charge": [-0.383, -0.017, 0.128, 0.124, -0.751, 0.663, -0.729, -0.065, -0.437, -0.404, -0.630, 0.879, -1.180, -0.946, -0.724, 0.327, -0.871, -0.090, -0.569, -0.078, -0.646, 0.254, 0.148, 0.162, 0.225, 0.185, 0.184, 0.220, 0.198, 0.217, 0.199, 0.385, 0.388, 0.490, 0.368, 0.395, 0.197, 0.219, 0.170, 0.195, 0.200, 0.197, 0.220, -0.510, -0.070, -0.326, -0.308, -0.086, 0.450, 0.210, 0.211, 0.210, 0.201, -0.507, -0.075, -0.313, -0.295, -0.084, 0.418, 0.209, 0.217, 0.218, 0.215]}

=====

[5]
{"formula": "C4H9N5O6", "method": "ωB97M-V with the def2-TZVPD basis set", "e_above_lowest_kj_mol": 0.0, "charge": 0, "homo_ev": -9.95, "e_tot_ha": -882.76483, "homo_lumo_gap_ev": 10.28, "max_force_ha_per_bohr": 0.0998, "smiles": "O=C(CO)NCN(C/N=[N+](\\[O-])O)[N+](=O)[O-]", "symbols": ["O", "C", "C", "O", "N", "C", "N", "C", "N", "N", "O", "O", "N", "O", "O", "H", "H", "H", "H", "H", "H", "H", "H", "H"], "xyz": [[0.1194, -0.4474, 1.5884], [1.0131, -0.6737, 0.8090], [2.3120, -0.0186, 0.8485], [2.0281, 1.2077, 1.4996], [0.8529, -1.5257, -0.2856], [-0.3961, -1.8200, -0.8999], [-1.5034, -0.9034, -0.5388], [-1.3572, 0.3987, -0.9513], [-0.1681, 1.0917, -0.5420], [-0.2529, 2.3142, -0.5944], [-1.1001, 2.9971, -1.0410], [0.7465, 2.9278, 0.0126], [-2.3268, -1.2727, 0.5498], [-2.2856, -2.3463, 0.9860], [-3.1355, -0.3981, 0.8249], [2.6898, 0.3863, -0.0883], [3.2039, -0.5044, 1.3630], [1.3112, 1.1442, 2.1366], [1.6211, -1.8425, -0.8512], [-0.2052, -1.4954, -1.9622], [-0.7435, -2.8248, -0.6600], [-1.3852, 0.3372, -1.9974], [-2.3669, 0.9482, -0.7536], [1.3286, 2.3200, 0.5474]], "forces_ev_per_angstrom": [[0.2, -0.1, 0.6], [-1.1, -3.1, -2.2], [2.3, 2.1, 1.4], [1.1, 1.5, 0.7], [0.7, 0.5, 1.8], [-1.7, 1.2, -0.5], [1.7, -3.7, 0.9], [-3.1, 3.1, -0.2], [-0.1, -2.3, 0.3], [1.2, -1.0, 1.3], [-2.3, 2.0, -1.3], [1.5, 2.5, 0.2], [-1.0, 4.7, -1.9], [0.8, -3.3, 1.1], [0.1, -0.3, 0.6], [-0.2, -0.9, -0.6], [-1.4, 0.0, -0.5], [-0.3, -0.7, 0.3], [0.4, 0.5, 0.2], [-0.6, -1.4, 0.6], [0.1, -0.1, -0.7], [0.3, 0.1, -1.9], [2.0, -0.6, 0.2], [-0.4, -0.7, -0.3]], "nbo_charge": [-0.610, 0.686, -0.178, -0.730, -0.646, -0.057, -0.291, -0.131, -0.364, 0.607, -0.410, -0.534, 0.680, -0.348, -0.418, 0.215, 0.214, 0.509, 0.398, 0.203, 0.231, 0.199, 0.268, 0.508]}